# C37H59BrIN7O4STa

A molecular structure, C37H59BrIN7O4STa (wB97M-V/def2-TZVPD, the Open Molecules 2025 dataset).

Computed properties:
- net charge = -1
- lowest unoccupied orbital energy (eV) = 1.9
- calculated total energy (hartree) = -5456.36069
- largest force on an atom (eV/Å) = 3.23
- HOMO energy (eV) = -5.098

Geometry as XYZ:
```
111
Properties=species:S:1:pos:R:3:forces:R:3:lowdin_charge:R:1
C 3.25827 -3.72951 0.24398 0.19 -0.51 -0.87 -0.101
C 4.14646 -3.09719 -0.80720 -0.92 -0.32 1.27 -0.244
C 5.42214 -3.59554 -0.89845 0.60 -0.61 0.53 -0.070
C 6.32668 -3.13348 -1.81082 0.62 -0.22 -0.16 -0.107
C 5.89381 -2.16654 -2.67656 1.03 0.36 -0.69 -0.110
C 4.62817 -1.66964 -2.58868 -0.49 0.92 -0.81 -0.087
C 3.70426 -2.08095 -1.64645 -0.35 0.14 -0.15 -0.284
C 2.32128 -1.47319 -1.60303 0.28 -0.21 0.12 -0.284
Ta 1.86382 0.07270 0.04330 -1.05 1.47 1.10 1.577
N 1.41839 1.51375 1.58353 -0.14 -0.86 -1.96 -0.229
I 0.57609 -1.84972 1.72422 0.04 0.27 -0.02 0.252
C -0.19872 0.57675 -0.91456 1.04 -0.93 -0.51 -0.365
C -1.17833 -0.61529 -1.07907 -0.82 1.04 -0.39 -0.354
C -2.34440 -0.55122 -0.08011 0.01 0.20 -0.25 -0.229
C -3.41335 0.46120 -0.51377 0.67 -0.21 0.66 -0.175
O -4.72173 -0.00111 -0.01963 -0.63 0.73 -0.92 -0.072
C -5.56107 -0.21809 -1.06457 0.59 -0.69 -0.10 -0.346
O -5.44339 -1.14548 -1.82145 -0.08 0.61 0.24 0.070
C 2.68226 1.82675 -1.14826 0.33 -0.55 -0.03 -0.335
C 3.73958 1.48239 -2.22199 -0.01 0.79 0.70 -0.317
C 4.37645 2.74329 -2.86010 -0.30 -1.23 -0.21 -0.279
C 5.47074 3.34603 -1.98134 -0.15 0.47 -0.34 -0.447
S 6.95737 2.26273 -2.01241 0.08 -0.03 -0.23 0.978
C 7.66627 2.27674 -0.42842 0.00 -0.49 1.57 -0.734
N 7.90075 1.25204 0.33483 -0.72 -1.28 -1.45 0.021
N 8.44529 1.67694 1.47579 1.04 0.22 1.62 0.026
C 8.54403 2.96684 1.41484 -0.54 -1.80 -0.57 -0.210
O 8.07446 3.36785 0.24111 -0.18 3.02 -1.14 0.000
C 3.89093 -0.28091 1.11462 0.91 1.25 0.00 -0.319
C 4.12755 0.75434 2.17014 -1.10 -2.29 1.03 -0.878
O 3.80016 0.59024 3.30676 0.68 0.89 -0.69 -0.021
Br 4.97121 2.49719 1.69352 0.03 0.17 -0.13 0.702
H 2.23071 -3.69191 -0.11205 -0.13 0.06 0.50 0.025
H 3.51662 -4.79235 0.29408 -0.07 0.30 0.15 0.018
H 3.36450 -3.30296 1.23999 -0.19 0.19 -0.08 0.040
H 5.73374 -4.37189 -0.20652 -0.13 -0.05 0.03 0.099
H 7.33473 -3.52279 -1.86343 0.03 -0.03 0.04 0.096
H 6.57062 -1.76800 -3.42474 -0.04 -0.01 -0.04 0.099
H 4.35330 -0.90821 -3.30799 -0.12 -0.02 0.02 0.094
H 2.11784 -0.99881 -2.57298 -0.01 0.00 0.08 0.045
H 1.61291 -2.30951 -1.52396 -0.18 0.26 0.13 0.033
H 1.52833 2.43884 1.17018 0.15 0.11 0.31 -0.030
H 0.41687 1.41955 1.74712 0.08 -0.01 0.46 -0.055
H 0.07439 0.88630 -1.93787 0.08 0.10 0.16 0.023
H -0.65808 1.45562 -0.45283 -0.11 -0.17 0.08 0.033
H -1.65840 -0.49766 -2.06593 0.12 -0.31 0.01 0.089
H -0.70602 -1.59641 -1.10438 0.13 0.08 0.30 0.045
H -2.83744 -1.52186 -0.00199 0.05 0.02 0.07 0.114
H -2.00340 -0.23384 0.90690 0.08 -0.34 0.05 0.050
H -3.41061 0.61113 -1.59688 -0.31 -0.28 0.02 0.117
H -3.26130 1.43558 -0.04931 0.02 -0.07 0.02 0.091
H -6.35205 0.54329 -1.19264 -0.02 -0.14 0.29 0.147
H 3.16645 2.48755 -0.41545 -0.20 -0.06 0.01 -0.017
H 1.88002 2.39922 -1.63202 -0.10 -0.09 0.22 0.046
H 3.28624 0.85058 -2.98366 0.19 0.01 -0.05 0.076
H 4.57273 0.96584 -1.73411 -0.21 -0.43 -0.24 0.064
H 4.78005 2.43758 -3.83522 0.18 0.23 0.06 0.098
H 3.57594 3.45764 -3.07647 0.24 0.26 0.17 0.109
H 5.08675 3.50181 -0.97338 0.29 -0.08 0.06 0.030
H 5.77921 4.29192 -2.42799 0.03 0.09 0.32 0.066
H 8.91422 3.63488 2.16667 -0.05 0.27 -0.12 0.127
H 4.73779 -0.37491 0.42532 -0.13 0.18 -0.07 0.053
H 3.78758 -1.20726 1.68018 -0.08 -0.04 -0.10 0.022
C -6.00247 3.89866 2.62830 0.00 -0.10 -0.04 -0.132
C -6.26932 2.43814 2.97364 -0.12 0.22 -0.16 -0.259
C -5.14606 1.81298 3.80622 -0.06 0.00 -0.27 -0.180
C -3.88120 1.85235 3.06369 0.39 -0.13 -0.04 -0.206
N -2.89877 1.88323 2.46447 -0.38 0.08 0.21 0.183
H -5.10432 4.00365 2.01548 0.03 -0.04 0.05 0.067
H -6.83495 4.31503 2.06080 -0.01 0.04 0.07 0.066
H -5.87617 4.49998 3.52796 -0.02 0.04 -0.03 0.052
H -6.40106 1.86837 2.05103 0.05 -0.11 0.07 0.103
H -7.20592 2.36651 3.53083 0.05 -0.07 0.06 0.107
H -5.38117 0.77472 4.04140 0.10 -0.02 0.02 0.117
H -5.01945 2.35203 4.74635 0.04 0.01 0.00 0.119
C 5.82006 -6.31189 2.42255 -0.02 -0.01 0.03 -0.102
C 5.18412 -7.66389 2.72919 0.18 0.21 0.10 -0.263
C 4.72876 -8.40664 1.46815 -0.13 0.21 0.22 -0.190
C 3.72376 -7.61842 0.74501 -0.21 0.04 -0.37 -0.216
N 2.94834 -6.98391 0.17730 0.24 -0.51 0.25 0.169
H 5.11111 -5.63542 1.94259 0.01 -0.03 -0.03 0.055
H 6.15509 -5.83126 3.34166 0.02 0.00 -0.02 0.076
H 6.68502 -6.42501 1.76513 -0.01 0.02 -0.01 0.078
H 4.33172 -7.51498 3.39492 -0.03 -0.08 -0.04 0.112
H 5.90425 -8.28681 3.26461 -0.06 -0.09 -0.04 0.103
H 4.29323 -9.37083 1.73229 -0.02 -0.02 -0.08 0.112
H 5.57572 -8.58896 0.80492 -0.02 0.02 -0.04 0.118
C -8.03756 -2.53109 -2.45870 -0.31 -0.08 0.00 -0.117
C -7.84325 -4.01853 -2.72139 0.08 0.22 0.14 -0.255
C -8.58001 -4.50761 -3.97357 -0.07 0.03 0.31 -0.193
C -10.02822 -4.29544 -3.84223 -0.35 -0.03 -0.19 -0.243
N -11.16319 -4.12798 -3.73936 0.47 -0.06 0.00 0.133
H -9.08754 -2.29147 -2.27303 -0.03 -0.08 -0.10 0.072
H -7.47476 -2.22865 -1.58355 0.05 0.00 -0.02 0.048
H -7.69262 -1.93538 -3.30457 0.05 0.03 0.05 0.079
H -8.18518 -4.58350 -1.85159 0.00 -0.09 -0.07 0.112
H -6.77750 -4.22281 -2.83746 -0.03 -0.07 -0.06 0.112
H -8.39831 -5.57164 -4.12777 -0.06 -0.01 -0.07 0.113
H -8.22679 -3.97312 -4.85652 -0.04 0.01 -0.02 0.118
C -3.45959 7.58519 1.61995 0.00 -0.02 -0.03 -0.106
C -4.67159 7.90718 0.75265 0.28 -0.07 0.01 -0.263
C -5.80898 8.57072 1.53836 0.12 -0.28 -0.07 -0.189
C -6.27956 7.68224 2.60825 -0.28 -0.07 0.29 -0.222
N -6.64832 6.97272 3.43681 0.14 0.37 -0.31 0.158
H -3.70785 6.86956 2.40498 -0.03 0.03 0.02 0.069
H -2.66692 7.14297 1.01709 0.01 0.02 0.01 0.076
H -3.06334 8.48731 2.09094 0.01 -0.02 0.01 0.076
H -5.03414 6.98707 0.28997 -0.08 0.05 -0.01 0.109
H -4.36688 8.57419 -0.05616 -0.11 0.03 0.00 0.106
H -6.64639 8.79370 0.87668 -0.06 0.02 0.07 0.115
H -5.47144 9.50789 1.98330 -0.02 0.00 0.04 0.118
```
Positions in Å, forces in eV/Å.